Record 1
Computed, not measured: C20H27ClIrNO2P as an isolated structure, with ωB97M-V/def2-TZVPD.

The geometry in XYZ format:
```
53
C20H27ClIrNO2P ωB97M-V/def2-TZVPD
C -2.932 0.313 -3.762
C -2.618 -0.815 -3.017
C -1.663 -0.814 -1.983
C -1.176 0.455 -1.578
C -1.424 1.589 -2.373
C -2.303 1.516 -3.454
C -1.479 -2.163 -1.323
C -0.157 -2.927 -1.059
N 1.140 -2.511 -1.463
Ir -0.359 0.970 0.294
C -0.748 2.883 -2.034
P 0.643 2.381 -0.912
H -3.123 -1.753 -3.249
H -2.490 2.410 -4.046
H -3.659 0.251 -4.572
H -1.366 3.625 -1.504
H -0.332 3.385 -2.915
H -2.013 -2.141 -0.358
H -2.036 -2.882 -1.941
H -0.092 -3.070 0.033
C 1.344 3.812 -0.108
C 1.856 1.879 -2.170
H -0.328 -3.931 -1.504
C 1.400 -1.887 -2.719
C 2.162 -2.422 -0.453
H 1.154 1.323 1.172
H 1.814 -2.579 -3.471
H 0.486 -1.455 -3.134
H 2.146 -1.095 -2.576
H 2.926 -3.213 -0.531
H 2.677 -1.456 -0.536
H 1.687 -2.480 0.534
H 2.227 2.768 -2.694
H 2.692 1.367 -1.678
H 1.396 1.221 -2.919
H 1.647 4.545 -0.869
H 0.603 4.234 0.581
H 2.224 3.475 0.457
H 1.382 0.712 0.628
Cl 0.519 0.674 7.862
C 0.133 0.136 6.284
C 0.105 -1.231 5.961
C -0.193 -1.632 4.659
C -0.395 -0.673 3.658
C -0.289 0.689 3.967
C -0.103 1.100 5.289
C -0.752 -1.110 2.251
O -0.591 -2.281 1.906
O -1.326 -0.151 1.517
H 0.310 -1.952 6.740
H -0.262 -2.686 4.400
H -0.349 1.442 3.179
H -0.116 2.157 5.531
```

- Total charge: +2
- LUMO (alpha / beta): -6.54 / -10.40 eV
- 2S+1: 6
- Highest occupied orbital energy (alpha / beta): -11.16 / -14.16 eV
- Gap between HOMO and LUMO (alpha / beta): 4.62 / 3.75 eV
- Energy: -1888.5468 Eh

Results of the Mulliken charge analysis, in e, for atoms 1 through 5: number 1, C, carries -0.89; number 2, C, carries -0.93; number 3, C, carries -0.03; number 4, C, carries 0.52; number 5, C, carries 1.00

Record 2
Computed, not measured: one molecule with the formula C20H27FN2O3S, with ωB97M-V/def2-TZVPD.

The geometry in XYZ format:
```
54
C20H27FN2O3S ωB97M-V/def2-TZVPD
C 2.594 -0.629 -2.877
C 1.139 -1.096 -2.831
C 1.165 -2.618 -2.706
C 0.277 -0.589 -4.009
C 0.308 0.935 -3.825
C 0.265 1.096 -2.295
C 0.279 -0.371 -1.772
C 0.621 -0.466 -0.310
S 0.317 -2.123 0.420
O 1.600 -2.708 0.699
O -0.601 -2.874 -0.378
N -0.420 -1.881 1.891
C 0.405 -1.584 3.029
C 0.741 -0.082 3.136
N -0.296 0.693 2.490
C -0.067 2.019 2.182
C 1.015 2.726 2.724
C 1.284 4.034 2.368
C 0.485 4.700 1.457
C -0.586 4.029 0.893
C -0.839 2.721 1.244
F -1.875 2.106 0.611
C -1.617 0.123 2.644
C -1.701 -1.206 1.873
C -1.144 -0.784 -2.122
O -2.096 -0.757 -1.391
C -1.132 -1.040 -3.614
H 2.702 0.450 -2.888
H 3.128 -1.017 -2.012
H 3.072 -1.027 -3.770
H 0.182 -3.043 -2.546
H 1.774 -2.910 -1.853
H 1.600 -3.050 -3.606
H 0.589 -0.923 -4.998
H 1.213 1.366 -4.253
H -0.544 1.411 -4.309
H -0.632 1.614 -1.957
H 1.126 1.642 -1.909
H -0.003 0.221 0.251
H 1.671 -0.267 -0.117
H 1.317 -2.170 2.917
H -0.123 -1.925 3.925
H 0.852 0.186 4.199
H 1.687 0.120 2.626
H 1.649 2.246 3.451
H 2.126 4.538 2.817
H 0.692 5.722 1.182
H -1.227 4.500 0.164
H -1.801 -0.057 3.714
H -2.382 0.808 2.288
H -1.980 -1.049 0.829
H -2.458 -1.853 2.331
H -1.305 -2.097 -3.810
H -1.926 -0.480 -4.110
```

- Total charge: 0
- LUMO: 0.65 eV
- Structure (SMILES): CC1(C)[C@@H]2CC[C@@]1(CS(=O)(=O)N1CCN(c3ccccc3F)CC1)C(=O)C2
- Highest occupied orbital energy: -8.14 eV
- Gap between HOMO and LUMO: 8.80 eV
- Energy: -1611.5835 Eh

Results of the Mulliken charge analysis, in e, for atoms 1 through 5: number 1, C, carries -1.86; number 2, C, carries 0.99; number 3, C, carries -1.96; number 4, C, carries 0.24; number 5, C, carries -1.25